[1]
Below is one molecule with the formula C22H28N6O2 at a distorted geometry, with properties calculated with ωB97M-V with the def2-TZVPD basis set.

```
58
Properties=species:S:1:pos:R:3
C -6.74 -0.54 -0.24
C -5.28 -0.32 0.00
C -4.85 0.13 1.25
C -3.52 0.36 1.52
C -3.09 0.85 2.87
C -2.56 0.12 0.51
C -1.16 0.33 0.69
C -0.27 0.08 -0.30
C 1.21 0.31 -0.12
C 1.67 -0.35 1.14
N 1.25 0.02 2.33
N 1.86 -0.76 3.21
N 2.62 -1.59 2.64
N 2.54 -1.38 1.31
C 3.30 -2.30 0.49
C 3.78 -1.73 -0.86
C 2.86 -2.33 -1.94
C 1.78 -3.12 -1.19
C 2.45 -3.52 0.11
N 1.47 1.75 0.01
C 2.88 2.05 0.21
C 3.04 3.55 0.44
O 2.56 4.29 -0.65
C 1.21 3.99 -0.90
C 1.00 2.49 -1.15
C -0.71 -0.38 -1.61
O 0.03 -0.60 -2.56
N -2.06 -0.56 -1.72
C -3.00 -0.33 -0.75
C -4.35 -0.55 -0.99
H -7.29 0.39 -0.12
H -7.14 -1.25 0.49
H -6.92 -0.92 -1.24
H -5.58 0.31 2.02
H -2.60 1.82 2.79
H -3.94 0.94 3.53
H -2.37 0.16 3.32
H -0.78 0.68 1.64
H 1.72 -0.11 -1.00
H 4.13 -2.59 1.13
H 3.77 -0.65 -0.85
H 4.81 -2.05 -1.02
H 3.43 -3.00 -2.58
H 2.41 -1.57 -2.57
H 0.92 -2.48 -1.00
H 1.43 -3.98 -1.76
H 3.11 -4.37 -0.04
H 1.74 -3.78 0.90
H 3.24 1.51 1.09
H 3.49 1.75 -0.66
H 4.09 3.81 0.56
H 2.48 3.83 1.35
H 0.91 4.57 -1.77
H 0.60 4.29 -0.03
H -0.06 2.30 -1.29
H 1.54 2.20 -2.07
H -2.39 -0.88 -2.63
H -4.66 -0.90 -1.97
```

For the HOMO energy, the calculation gives -8.47 eV. Its SMILES is Cc1cc(C)c2cc([C@H](c3nnnn3C3CCCC3)N3CCOCC3)c(=O)[nH]c2c1. For the HOMO-LUMO gap, the calculation gives 0.314 Eh. The LUMO energy is 0.065 eV. As for the total energy: -36304.128 eV.

***

[2]
Below is C22H29AlN6O3Te as an isolated structure, with properties calculated with ωB97M-V with the def2-TZVPD basis set.

```
62
Properties=species:S:1:pos:R:3
Al 1.07 0.00 -1.86
N 1.34 -2.09 -1.92
C 1.90 -2.71 -0.69
C 2.56 -1.61 0.12
N 1.61 -0.46 0.08
H 0.44 -2.50 -2.15
H 1.93 -2.30 -2.72
H 2.61 -3.50 -0.93
H 1.08 -3.15 -0.12
H 3.50 -1.30 -0.34
H 2.76 -1.92 1.14
H 2.02 0.32 0.57
H 0.79 -0.71 0.66
C -2.65 -1.37 -6.08
N -1.42 -0.88 -5.43
C -0.42 -0.39 -6.18
C 0.76 0.06 -5.66
C 0.84 -0.03 -4.26
O 1.85 0.35 -3.51
N -0.14 -0.51 -3.51
C -1.32 -0.99 -4.04
O -2.18 -1.50 -3.36
H -2.98 -0.64 -6.82
H -3.41 -1.50 -5.32
H -2.46 -2.33 -6.57
H -0.60 -0.36 -7.25
H 1.56 0.45 -6.27
Te -0.98 -1.03 2.55
C -1.33 1.05 2.75
C -0.31 1.98 2.52
C -0.55 3.33 2.70
C -1.82 3.77 3.07
C -2.83 2.85 3.29
C -2.59 1.49 3.14
C 0.40 -1.23 4.13
C 1.67 -0.65 4.05
C 2.56 -0.80 5.10
C 2.20 -1.54 6.22
C 0.95 -2.13 6.29
C 0.04 -1.97 5.25
H 0.68 1.64 2.24
H 0.25 4.05 2.56
H -2.00 4.83 3.22
H -3.81 3.19 3.60
H -3.38 0.78 3.33
H 1.96 -0.06 3.19
H 3.54 -0.34 5.05
H 2.90 -1.66 7.04
H 0.67 -2.70 7.16
H -0.94 -2.41 5.32
O 2.25 1.66 -1.51
H 2.70 1.95 -2.31
H 2.42 2.29 -0.80
N -2.09 2.35 -0.62
C -2.62 1.09 -0.48
C -1.63 0.23 -0.81
N -0.50 0.96 -1.14
C -0.82 2.23 -1.02
H -2.56 3.22 -0.43
H -3.64 0.92 -0.16
H -1.68 -0.84 -0.88
H -0.17 3.07 -1.19
```

Its total charge is +2. For the HOMO energy, the calculation gives -13.19 eV. For the HOMO-LUMO gap, the calculation gives 0.289 Eh. The LUMO energy is -5.334 eV. As for the total energy: -52250.260 eV.

***

Let's list energy relative to the best compared isomer or geometry (same formula, charge and spin) in order: 27.3 17.7 kcal per mole.